Entry from the Open Molecules 2025 dataset: a single C21H20N4O2S molecule at a distorted geometry (the ωB97M-V functional and the def2-TZVPD basis).

The HOMO energy is -8.3658 eV. The value obtained for the energy is -42991.560 eV. The relative energy (zero: lowest compared OMol25 entry of this formula, charge and spin) is 3.075 eV. For the orbital gap, the calculation gives 8.206 eV. The calculation puts the LUMO energy at -0.159 eV.

XYZ file:
```
48
Properties=species:S:1:pos:R:3:forces:R:3
O 0.822158 -2.725744 -0.452998 0.2911 -0.2119 0.0537
C -0.313534 -2.698626 -0.890081 -0.0453 -0.2619 0.0711
N -0.636264 -2.003595 -1.999975 0.0472 0.2757 -0.1963
C -1.836223 -2.117369 -2.800301 -0.0979 -0.2677 -0.5179
H -2.570511 -2.765541 -2.329141 0.0573 0.0982 -0.0830
C -1.461617 -2.680002 -4.179945 -0.2683 0.0266 0.2479
H -2.332975 -2.684147 -4.836190 0.0109 -0.0618 0.0660
O -0.489041 -1.888941 -4.817142 -0.0371 0.0733 -0.1605
C 0.684191 -1.805300 -4.039528 0.1579 0.1762 0.2933
H 1.374713 -1.167958 -4.593049 0.0221 -0.0601 0.0678
C 0.386196 -1.211923 -2.661145 0.3208 -0.0256 -0.2073
H 1.280637 -1.215839 -2.037546 -0.0986 0.0490 -0.0877
H 0.012285 -0.188231 -2.774126 0.0411 -0.0358 -0.0125
H 1.127654 -2.805198 -3.916939 -0.0085 0.0787 -0.0088
H -1.088765 -3.710073 -4.061288 -0.0522 0.0530 -0.0084
H -2.271516 -1.118778 -2.923105 -0.0731 -0.1068 0.0389
C -1.413166 -3.457639 -0.162445 -0.2964 0.3179 0.4376
H -1.002937 -3.775421 0.796196 0.0704 -0.0148 -0.2286
H -1.733461 -4.332570 -0.728963 -0.0375 -0.0092 -0.0001
S -2.938097 -2.500719 0.153843 -0.2617 -0.3895 -0.0448
C -2.247747 -1.014592 0.745813 0.3800 0.1986 0.3198
N -0.995109 -1.018801 1.159579 0.2245 -0.1134 0.2925
C -0.436692 0.136970 1.477127 -0.8803 0.5501 -0.4800
C -1.155606 1.316362 1.117443 0.3505 -1.1771 0.4056
N -2.458136 1.194677 0.922380 0.0527 1.1976 0.0060
N -3.046009 0.050296 0.815348 -0.6554 -1.0027 -0.4641
C -0.563981 2.642340 0.985426 0.1175 0.5810 -0.0374
C -1.325181 3.775949 1.267099 0.0842 -0.1718 0.0230
C -0.770431 5.033998 1.133811 0.0107 0.1063 -0.0139
C 0.540898 5.175941 0.708506 0.0138 0.0462 0.0001
C 1.295223 4.053179 0.406804 0.0966 0.0394 -0.0251
C 0.750283 2.791116 0.543073 -0.2151 -0.0073 -0.0428
H 1.336704 1.917631 0.296148 0.0586 -0.0465 0.0024
H 2.313214 4.161653 0.062848 0.0787 0.0130 -0.0324
H 0.973580 6.160123 0.606985 0.0332 0.0799 -0.0109
H -1.362085 5.908310 1.361513 -0.0460 0.0689 0.0222
H -2.345162 3.648396 1.595060 -0.0827 0.0087 0.0230
C 0.803115 0.122181 2.242271 0.6202 -0.0369 0.1923
C 1.716729 -0.914455 2.052015 -0.1339 0.1169 -0.0506
C 2.894759 -0.934428 2.774359 0.0901 -0.0171 0.0699
C 3.164506 0.061246 3.699316 0.0295 -0.0071 -0.0024
C 2.248842 1.081892 3.905203 0.0283 0.0687 0.0940
C 1.074002 1.118898 3.180703 -0.0972 -0.1701 -0.0449
H 0.354695 1.905825 3.355199 -0.0135 0.0737 -0.0010
H 2.450928 1.851605 4.635365 0.0137 0.0516 0.0627
H 4.084665 0.041230 4.264591 0.0736 -0.0018 0.0431
H 3.603794 -1.733264 2.616329 0.0642 -0.0656 -0.0174
H 1.500472 -1.680665 1.323550 -0.0388 -0.0866 -0.0535
```
Forces are in eV/Å.

Atomic partial charges in e from the natural (NBO) method, atoms 1 to 5: -0.641 0.694 -0.447 -0.247 0.225


Entry from the Open Molecules 2025 dataset: a single C17H31NO molecule at a distorted geometry (the ωB97M-V functional and the def2-TZVPD basis).

The HOMO energy is -8.2403 eV. The value obtained for the energy is -21669.313 eV. The relative energy (zero: lowest compared OMol25 entry of this formula, charge and spin) is 0.279 eV. For the orbital gap, the calculation gives 8.940 eV. The calculation puts the LUMO energy at 0.699 eV.

XYZ file:
```
50
Properties=species:S:1:pos:R:3:forces:R:3
O -1.932679 -4.767366 -3.624943 0.5427 0.3465 1.3003
C -1.580941 -4.331559 -2.534391 -0.9279 -0.0630 -1.1771
N 0.370629 1.756152 0.651229 0.3337 -0.1411 1.5566
C -2.457487 -4.647600 -1.287580 1.0988 0.3496 0.0021
C -0.963646 0.753124 3.626391 0.2436 -0.7058 -0.8116
C -0.364332 -3.374032 -2.468491 0.4785 -1.1682 0.8077
C 0.401714 -3.537505 -1.118288 -0.4216 -0.8851 -0.3122
C 1.780514 -2.881525 -1.035432 -0.0982 0.2722 -1.0330
C -2.127692 0.948440 2.634086 0.4125 1.4134 0.9358
C 1.821632 -1.343238 -1.247550 -0.4340 0.0177 1.2663
C -1.893472 2.230876 1.812993 0.6598 -0.7176 -0.6962
C -1.135822 3.239503 -0.380481 0.1276 -0.0617 -1.1739
C 1.086185 -0.511859 -0.125587 1.1319 -0.3142 -0.8694
C 0.196879 3.959374 -0.188041 -0.3838 0.6111 -0.3687
C 2.597300 1.524707 -0.119262 -0.4988 -0.9082 1.2150
C 2.464125 2.971620 0.272503 0.4055 0.5315 0.3376
C -1.104359 1.959959 0.478071 0.9369 1.4330 0.2836
C 1.147401 1.008526 -0.334199 -0.1206 -0.2978 -0.2097
C 1.015645 3.099770 0.742636 -0.2631 -0.4238 -0.5268
H -1.857814 -5.033571 -0.441871 -0.1683 0.5383 -0.2977
H -3.172860 -5.422650 -1.509619 -0.2365 -0.0882 -0.4524
H -2.997449 -3.730345 -0.993230 0.3263 -0.3290 0.0445
H -1.128137 -0.132113 4.245862 0.0938 0.0735 0.0463
H -0.873881 1.623758 4.268755 -0.0206 0.0973 0.1323
H -0.005319 0.631361 3.076534 -0.5637 0.0859 0.3420
H -0.722057 -2.356977 -2.602242 -0.1004 0.1848 -0.0470
H 0.307667 -3.631364 -3.315782 -0.5455 0.1903 0.3996
H 0.491754 -4.653051 -0.937300 0.1379 1.1457 -0.1265
H -0.236192 -3.173935 -0.313675 -0.0571 0.0769 0.1326
H 2.219239 -3.140410 -0.069349 0.1760 0.0259 -0.1038
H 2.398114 -3.310015 -1.859768 -0.1647 0.0739 0.7067
H -3.038572 1.098020 3.226597 -0.0052 -0.2415 -0.1550
H -2.274915 0.105769 1.978194 -0.0057 -0.4195 -0.1862
H 1.406605 -1.088147 -2.213166 -0.1104 0.0579 -0.3939
H 2.881574 -1.069832 -1.256693 -0.1306 0.1617 -0.0605
H -1.351937 2.969620 2.418564 0.0307 -0.1251 -0.1040
H -2.839647 2.715837 1.555281 0.0193 -0.2131 -0.1798
H -1.917508 3.901744 -0.091762 -0.9263 0.3516 0.1598
H -1.262515 3.042689 -1.459591 -0.1342 -0.1900 0.4464
H 1.616763 -0.733436 0.805039 -0.3062 0.0227 0.1792
H 0.063815 -0.838294 -0.037034 -0.5245 -0.1626 0.0757
H 0.698009 4.125493 -1.156979 -0.1255 -0.0719 0.4370
H 0.022573 4.920855 0.270679 0.0579 0.5338 -0.0680
H 3.219566 1.408570 -0.976688 0.4747 -0.3518 -0.6142
H 3.049032 0.979199 0.757690 -0.4559 0.1530 -0.9871
H 3.143184 3.237822 1.108890 -0.1511 -0.0681 -0.7182
H 2.688867 3.602125 -0.615683 -0.2454 -0.0684 0.7931
H -1.574819 1.132772 -0.036903 0.1141 -0.4066 -0.0852
H 0.734349 1.272104 -1.333947 0.5695 -0.2443 -0.0828
H 0.990916 3.489039 1.755532 -0.2459 -0.0821 0.2410
```
Forces are in eV/Å.

Atomic partial charges in e from the natural (NBO) method, atoms 1 to 5: -0.544 0.602 -0.462 -0.724 -0.610


Entry from the Open Molecules 2025 dataset: a single C2H7N5 molecule at a distorted geometry (the ωB97M-V functional and the def2-TZVPD basis).

The HOMO energy is -9.2864 eV. The value obtained for the energy is -9634.956 eV. The relative energy (zero: lowest compared OMol25 entry of this formula, charge and spin) is 3.082 eV. For the orbital gap, the calculation gives 9.708 eV. The calculation puts the LUMO energy at 0.421 eV.

XYZ file:
```
14
Properties=species:S:1:pos:R:3:forces:R:3
C -0.270084 0.036374 -0.486892 2.4374 0.5369 0.0902
C 1.012699 -0.657154 0.001827 -1.8014 -2.1046 -2.6378
H -1.369775 1.918779 2.172012 0.7863 -2.1885 -2.4471
H -1.827473 0.196841 1.747844 2.3513 2.9260 -0.2784
H -1.744037 1.040314 -0.370581 2.1712 1.9805 1.8844
H -1.244598 0.528175 -2.014880 -0.5611 -0.0043 -0.2689
H 2.437909 -1.732515 -1.082076 -3.8859 -0.2150 0.8659
H 0.864929 -1.497858 -1.756670 -0.3879 -0.1785 -0.9994
H 1.513269 0.341585 1.630355 -0.1370 -1.6163 -1.4621
N -1.060525 1.027088 1.602769 -2.0330 -1.6337 1.4846
N -0.764956 1.174230 0.183666 -4.8639 -0.6819 -0.6116
N -0.589169 -0.175043 -1.700334 0.1717 -0.1081 0.3521
N 1.302993 -1.731397 -0.896570 4.3071 0.7511 0.5146
N 1.738816 -0.469420 0.969530 1.4453 2.5364 3.5136
```
Forces are in eV/Å.

Atomic partial charges in e from the natural (NBO) method, atoms 1 to 5: 0.350 0.369 0.393 0.349 0.329


Entry from the Open Molecules 2025 dataset: a single C22H25N3O4S2 molecule at a distorted geometry (the ωB97M-V functional and the def2-TZVPD basis).

The HOMO energy is -7.4294 eV. The value obtained for the energy is -57529.501 eV. The relative energy (zero: lowest compared OMol25 entry of this formula, charge and spin) is 22.427 eV. For the orbital gap, the calculation gives 7.911 eV. The calculation puts the LUMO energy at 0.481 eV.

XYZ file:
```
56
Properties=species:S:1:pos:R:3:forces:R:3
C -2.720890 4.445548 4.968716 1.5127 -3.6929 -1.2794
H -3.450530 4.054234 4.212403 0.4668 0.3504 0.7692
O -1.500792 4.837370 4.175323 -3.8289 4.8165 4.8592
C -0.881574 4.149469 3.337190 2.9841 0.1136 -2.4198
C 0.256492 4.858029 2.532631 -7.5617 -5.4158 4.7999
C 0.843415 4.034455 1.831592 7.5905 -3.1749 -7.4154
C 0.407490 2.714778 1.670851 12.1185 2.7051 -7.5681
C -0.348473 2.083603 2.319703 -11.2613 -9.4697 7.9233
C -1.112446 2.861086 3.235579 -2.3303 -3.5817 -0.4801
H -2.048165 2.367161 3.660900 1.6672 0.8683 -0.1984
H -0.678301 0.916915 2.330530 1.5588 2.8548 -0.5718
N 1.484528 1.853240 0.844800 -6.7665 12.1820 -3.8289
C 1.871503 0.753530 0.900615 5.6376 -15.6633 5.6722
N 2.301183 -0.291084 0.275398 -0.3564 7.1120 -3.0430
C 2.718889 -1.453687 0.687443 -2.7145 -4.8601 3.1016
C 1.509261 -2.434480 0.116410 5.8885 -0.5429 -4.9595
H 1.860859 -3.432310 -0.055782 0.4799 -0.9602 0.1477
H 1.285858 -2.106720 -0.936130 -0.4626 0.0049 1.2892
S 0.308726 -2.519000 1.143422 -9.7065 5.0928 6.1610
O -0.742817 -3.567658 1.119265 2.6065 1.0906 -0.8148
O -0.322576 -1.033817 1.141763 1.9365 -4.4871 -0.1234
C 1.165012 -2.534570 2.829623 10.2721 -7.5267 -14.6511
C 2.380796 -1.642185 2.379105 -3.1023 2.8486 -1.8784
H 3.176931 -1.835186 2.929509 3.9784 -1.7042 1.9145
S 2.200088 0.079540 2.830125 -0.7501 1.2421 0.0383
H 1.611904 -3.617254 2.658785 -1.4169 1.7518 2.0838
H 0.672157 -2.101815 3.415181 -7.8374 5.3014 9.3824
H 3.728954 -1.884578 0.540663 -0.5936 0.6533 -0.5087
C 1.422264 2.328609 -0.564404 7.7079 -1.4935 -1.8600
H 0.858477 3.166129 -0.805195 -0.8598 1.6635 0.2656
H 2.676301 2.444845 -0.766588 -3.3014 0.8737 0.2268
C 1.246893 1.333170 -1.741916 -7.0550 -1.7150 5.8641
O 1.735910 1.196592 -2.758028 4.4917 0.7469 -5.2180
N 0.024754 0.626132 -1.490827 -0.8779 -0.0788 2.0310
C -0.527950 -0.467678 -2.186082 -3.8746 0.4587 9.0644
C -1.587825 -1.357501 -1.551438 5.8437 7.1712 -1.3559
C -2.022475 -2.215705 -2.410342 -10.6887 -2.0314 12.1283
C -1.903385 -2.745571 -3.479390 9.0103 -2.1975 -14.7573
C -0.541684 -2.034610 -4.036497 -6.9162 1.8353 10.8416
C -0.013760 -0.990662 -3.193526 3.8030 -3.7070 -11.7205
H 0.712162 -0.496150 -3.851237 0.3479 0.1345 0.9705
C -0.142774 -2.452631 -5.180966 8.0716 -0.7395 -11.9105
H -0.723706 -2.261772 -6.137709 -0.2127 -0.9570 1.4243
H 0.836648 -1.697653 -5.685245 -2.1418 -1.6930 1.7659
H 0.461224 -3.433018 -5.250939 -1.4523 0.9667 0.1197
C -2.306460 -3.871008 -4.453428 -1.7557 0.0781 2.5436
H -3.220005 -4.194857 -3.857882 0.8331 -0.7850 -1.1199
H -2.728800 -3.492415 -5.458120 1.3064 -0.7020 1.4879
H -1.443798 -4.673982 -4.431435 -2.0438 1.5555 -0.5559
H -3.068897 -2.702697 -1.786891 2.0981 0.7163 -1.4326
H -1.979951 -0.908037 -0.715320 -1.3651 -0.1582 1.9871
H -0.262970 0.542578 -0.485513 0.4033 0.3197 -1.2156
H 1.864613 4.240690 1.180465 -2.7551 -0.0657 1.7453
H 0.286457 5.743814 2.787820 1.3196 8.7729 1.8355
H -3.134434 5.276812 5.482193 0.2709 0.9342 0.2197
H -2.494311 3.541962 5.732827 -0.2161 2.1875 -1.7768
```
Forces are in eV/Å.

Atomic partial charges in e from the natural (NBO) method, atoms 1 to 5: -0.258 0.194 -0.494 0.365 -0.200


Entry from the Open Molecules 2025 dataset: an isolated ion of composition C9H17N2OS and charge +1 at a distorted geometry (the ωB97M-V functional and the def2-TZVPD basis).

Its net charge is +1. The HOMO energy is -12.4133 eV. The value obtained for the energy is -25462.783 eV. The relative energy (zero: lowest compared OMol25 entry of this formula, charge and spin) is 1.915 eV. For the orbital gap, the calculation gives 8.620 eV. The calculation puts the LUMO energy at -3.794 eV.

XYZ file:
```
30
Properties=species:S:1:pos:R:3:forces:R:3
C -0.159042 -1.477782 -1.214422 -0.0293 -3.3723 1.1470
C 0.787156 -2.012215 -0.042798 -2.7504 2.2416 0.8490
C -0.799642 0.926849 -0.732918 -0.0429 0.2895 3.2361
C 0.531930 1.535132 -0.281158 2.6705 1.5876 -1.4313
C 0.055568 -0.767367 0.792922 0.8392 -2.0889 -0.5880
C -1.964355 1.396735 0.225512 0.0441 0.9403 -1.4465
C 1.606680 1.278579 -1.452842 0.0104 -3.5865 3.0607
C 0.460098 3.071645 -0.094417 -1.9824 0.4376 1.1292
C -0.948829 -1.215194 1.842040 -0.6933 2.4296 0.5222
N -0.603858 -0.492760 -0.469389 -0.4911 2.9006 0.5888
N 0.756146 -3.414237 0.483513 2.6975 0.6715 0.8919
O -0.512232 -1.993404 -2.217932 0.2060 -0.0759 -1.5999
S 1.096978 0.668515 1.210408 -0.4420 -0.3363 0.2217
H 1.737279 -1.681796 -0.358901 1.6169 -0.3572 0.2993
H -0.789594 1.146360 -1.746287 -1.1087 0.1320 -2.0399
H -1.469912 1.648807 1.196321 -0.7998 -0.4949 -0.5888
H -2.636483 0.507524 0.247583 0.0275 1.1839 0.3823
H -2.478529 2.375011 -0.130798 0.7131 -1.9403 0.4778
H 2.665597 1.533007 -1.230739 -0.8740 -0.1672 0.2310
H 1.324401 1.747061 -2.311496 -0.8836 1.4433 -2.4499
H 1.526220 0.123470 -1.648877 0.6372 2.1074 0.0274
H 1.173684 3.556218 0.605652 0.6839 -0.4842 -1.4356
H -0.409145 3.350703 0.559355 0.0912 -0.5266 -0.8470
H 0.239436 3.536369 -1.099817 0.8408 -0.1212 1.2228
H -1.502194 -0.208686 2.199127 1.4133 -2.7336 -0.1170
H -0.538420 -1.883225 2.589485 0.3142 0.6361 0.7700
H -1.705682 -1.816510 1.392534 -0.7377 -0.3518 -0.7366
H -0.079138 -3.943059 0.612487 -1.4988 0.3119 0.5710
H 1.436202 -3.551999 1.294762 -1.4128 0.4099 -0.7839
H 1.199680 -3.943752 -0.218907 0.9411 -1.0860 -1.5641
```
Forces are in eV/Å.

Atomic partial charges in e from the natural (NBO) method, atoms 1 to 5: 0.697 -0.209 -0.080 -0.124 0.053